1.
Here is a 15-piece molecular cluster, C79H181N7O23 overall from the OMol25 dataset. Energies are from the ωB97M-V functional and the def2-TZVPD basis.

```
290
Properties=species:S:1:pos:R:3:forces:R:3
C -5.616677 0.042758 2.513958 -1.6 -0.7 0.5
C -6.006687 -0.385762 1.133978 -0.7 1.5 -2.0
O -5.955297 -1.742552 0.709048 0.8 -0.3 1.5
O -6.646527 -0.522212 3.394138 1.3 -0.7 -0.4
H -5.709787 1.108598 2.722318 0.5 0.2 -0.9
H -4.573197 -0.271472 2.536758 0.2 -0.4 1.4
H -5.320087 0.133438 0.465298 -0.1 0.2 -0.2
H -7.026857 -0.095022 0.883368 -0.1 0.7 0.2
H -6.439577 -2.184752 1.410138 -0.3 -0.6 -0.1
H -6.532797 -0.216282 4.296958 0.2 0.1 0.0
C -1.411437 -5.981052 -2.464052 -0.6 -1.4 -0.5
C -1.186117 -4.676302 -1.895622 0.8 2.0 2.3
O -0.632947 -3.787932 -2.838342 -0.7 0.6 0.6
O -0.311657 -6.276662 -3.258652 0.7 -0.6 -1.6
H -2.303257 -5.947192 -3.089842 0.0 -0.5 -0.1
H -1.434457 -6.745552 -1.687442 -0.8 0.0 0.2
H -0.461627 -4.799522 -1.090622 0.4 0.0 0.3
H -2.042917 -4.248592 -1.374992 -0.3 0.2 -0.5
H -0.063857 -4.338972 -3.380642 0.3 -0.3 -0.4
H 0.464563 -6.362422 -2.700322 0.3 -0.2 0.4
C 1.659693 4.016638 -5.003112 1.0 0.6 -3.3
C 1.896953 2.712228 -4.369592 -2.0 -0.3 2.3
O 1.935413 1.674668 -5.306252 0.4 -0.1 -1.3
O 0.375123 4.086608 -5.666982 0.4 0.6 1.4
H 2.374743 4.068778 -5.824142 0.5 0.1 -0.3
H 1.916763 4.921748 -4.452862 -0.8 -0.3 0.6
H 0.943103 2.634718 -3.847802 -0.2 -0.6 0.8
H 2.651303 2.684898 -3.583282 0.5 0.0 -0.4
H 2.026593 0.800008 -4.921202 0.1 -0.1 0.4
H 0.176953 3.224478 -6.039902 0.0 -0.2 -0.3
C -1.290897 -3.366542 -5.615932 -1.7 0.6 0.0
C -1.789507 -3.050982 -7.107012 3.7 -1.1 0.4
O -0.576627 -3.009232 -7.910632 -0.3 0.2 -0.1
O -0.319057 -2.486982 -5.056012 0.3 0.9 -1.3
H -0.922057 -4.380612 -5.461942 0.1 -0.3 -1.0
H -2.196837 -3.342942 -5.010282 -0.2 0.2 0.3
H -2.311557 -2.133852 -7.379832 -0.7 -0.3 0.9
H -2.220677 -3.982332 -7.474132 -0.8 0.3 0.3
H -0.269757 -2.099802 -7.891552 0.3 0.0 0.0
H -0.416107 -2.419232 -4.103342 -0.6 -0.2 0.1
C -2.886497 1.285208 -7.438582 -0.1 -1.0 1.0
C -1.646137 0.883768 -6.514562 -3.3 0.7 -1.7
O -0.547587 1.496298 -7.152112 0.0 -0.3 1.0
O -4.161157 0.742038 -6.960802 1.2 0.1 0.0
H -2.685747 0.859588 -8.421772 0.1 0.3 -0.2
H -3.047627 2.362988 -7.461402 0.7 0.1 -0.2
H -1.588127 -0.204512 -6.494652 0.2 -0.1 0.1
H -1.911187 1.263328 -5.527762 0.5 0.1 0.3
H 0.144853 1.292498 -6.519192 1.1 0.2 -0.2
H -4.812107 1.252518 -7.447922 -0.3 -0.1 0.1
C 0.665103 -3.983802 4.142838 1.3 2.4 0.4
C 2.127673 -3.528172 4.488348 -0.6 0.2 0.6
O 2.131603 -2.336252 5.234318 -0.9 0.4 0.2
O 0.812663 -5.050272 3.297018 -0.7 -2.3 -1.5
H 0.275453 -3.169842 3.531488 -0.3 0.1 0.0
H -0.066497 -4.151642 4.933208 0.4 0.0 0.5
H 2.612683 -3.347782 3.529018 0.1 -0.4 -0.2
H 2.653103 -4.298962 5.052178 0.0 -0.4 -0.2
H 3.015763 -2.050692 5.475798 0.1 -0.2 -0.1
H 0.812903 -5.883592 3.773648 0.5 0.1 0.3
C 3.244703 4.588358 -0.425032 -0.1 -1.5 0.4
C 2.692713 3.995388 0.902758 1.1 2.2 0.5
O 1.345403 4.384898 1.127518 -0.4 -1.1 0.0
O 3.822453 5.895768 -0.383912 -0.7 -0.8 0.3
H 2.388713 4.536758 -1.097882 0.2 0.4 -0.5
H 4.013293 3.893518 -0.763512 0.0 -0.2 -0.4
H 3.271973 4.491378 1.681578 0.4 0.1 0.3
H 2.892943 2.944418 1.111268 -0.7 -0.2 -0.7
H 1.183773 5.199508 0.645968 0.0 0.1 0.0
H 4.721373 5.719698 -0.096592 0.2 0.5 0.1
C 2.064333 -5.360482 0.082948 0.6 -1.8 1.1
C 3.201443 -6.130542 0.855838 -0.8 1.0 0.2
O 4.377153 -5.421112 0.783938 2.2 0.7 -0.2
O 1.930613 -5.929222 -1.222482 -0.3 0.3 0.2
H 2.255503 -4.291882 -0.015232 0.2 0.0 0.4
H 1.187753 -5.512392 0.712728 -0.6 0.1 -0.6
H 3.295723 -7.175422 0.560138 -0.2 0.0 -0.7
H 3.111933 -6.177682 1.941128 -1.1 0.1 0.1
H 4.536283 -4.997662 -0.062802 -0.1 -0.2 -0.2
H 2.389943 -5.312742 -1.797442 0.1 -0.2 -0.4
C -1.474687 -7.650562 4.845198 2.2 0.3 -0.4
C -2.733447 -7.073522 4.308638 -2.5 -0.1 1.7
C -3.510567 -6.428912 5.582478 0.1 0.0 -1.5
C -4.681277 -5.555162 5.136188 1.7 0.9 -0.4
C -4.124287 -4.434622 4.254238 -0.3 -0.4 -0.7
C -3.356507 -4.882692 3.008348 -1.6 -0.4 0.3
N -2.407267 -5.982542 3.352008 -1.8 0.5 -1.9
O -1.708307 -6.386012 2.240488 -0.6 0.9 1.9
C -4.378127 -5.393322 1.979878 -0.3 -0.2 -0.2
C -2.726537 -3.657642 2.445508 2.3 0.6 0.0
C -3.615477 -8.152102 3.563808 -0.6 -0.1 -0.3
H -0.850487 -7.973892 4.012158 0.1 -0.8 0.0
H -1.494367 -8.431732 5.605118 -0.7 -0.1 -0.4
H -0.867697 -6.864282 5.293988 -0.1 0.3 0.3
H -3.906187 -7.203512 6.239428 0.5 -0.3 -0.1
H -2.751007 -5.840882 6.097648 -0.1 0.0 0.3
H -5.118567 -4.988402 5.958178 -0.5 -0.8 0.2
H -5.352247 -6.170672 4.536998 -0.5 0.2 0.5
H -3.475697 -3.707362 4.742628 -0.3 -0.2 0.6
H -4.970727 -3.899222 3.824128 0.0 0.4 0.2
H -5.073317 -6.096232 2.438938 0.1 -0.2 -0.3
H -4.955607 -4.512402 1.699528 0.0 0.0 0.0
H -3.931157 -5.761792 1.056548 0.1 -0.3 0.2
H -3.383747 -2.865272 2.087288 -0.6 -0.5 0.1
H -2.156847 -3.211812 3.260858 0.3 0.2 -0.1
H -2.015507 -3.854972 1.643258 -0.1 -0.1 -0.1
H -3.760407 -8.076832 2.486118 1.0 0.4 -0.2
H -4.674887 -8.141352 3.820008 0.1 0.3 0.9
H -3.266177 -9.167502 3.751008 0.3 0.2 0.2
H -0.927957 -6.567912 2.769218 1.7 -0.8 -1.0
C -3.004637 6.735728 -1.300512 -0.3 0.3 0.2
C -1.880217 6.025288 -0.534082 2.0 0.1 -2.3
C -0.815787 7.096828 -0.087242 -2.7 0.8 3.0
C -1.382317 7.911148 1.245578 1.4 -2.2 -1.3
C -1.637187 6.814128 2.290468 1.2 0.6 -2.2
C -2.652857 5.812238 1.743848 -2.1 -1.5 2.9
N -2.326267 5.143448 0.517638 3.0 2.3 1.4
O -3.237397 4.149078 0.218498 -0.8 0.2 -1.0
C -2.574497 4.650658 2.819418 -1.5 1.2 0.5
C -4.097297 6.437828 1.768478 0.2 -0.4 -0.4
C -1.000817 5.171178 -1.533132 -1.5 0.1 -0.2
H -2.880937 6.805928 -2.381182 0.2 -0.5 0.0
H -3.092197 7.785428 -1.020242 -0.1 0.0 0.4
H -3.938297 6.231608 -1.051022 -0.1 0.1 -0.4
H 0.079173 6.580418 0.259858 0.1 0.2 -0.1
H -0.591397 7.799518 -0.889722 -0.1 -0.3 -0.1
H -2.339807 8.419918 1.133958 0.4 0.5 -0.5
H -0.542527 8.515858 1.587888 -0.4 0.6 0.0
H -1.833167 7.351478 3.218338 -0.7 -0.8 0.2
H -0.711797 6.245228 2.380518 0.3 0.0 0.4
H -1.574297 4.223598 2.892398 -0.2 -0.3 -0.4
H -2.815367 5.058948 3.800938 0.3 0.5 0.2
H -3.428377 3.980338 2.721128 0.5 -0.7 -0.6
H -4.275007 6.773518 2.790158 -0.4 0.1 -0.2
H -4.312167 7.211278 1.031098 0.8 0.7 0.3
H -4.880117 5.767028 1.414448 0.1 -0.8 0.7
H -0.566037 4.252818 -1.138552 0.1 0.3 0.5
H -0.208987 5.798858 -1.941942 -0.2 -0.1 -0.3
H -1.707577 4.859698 -2.302272 0.4 -0.1 -0.5
H -2.700927 3.587668 -0.345972 0.0 -0.5 0.0
C 5.390833 0.428228 3.278918 0.1 -0.4 -0.1
C 6.066383 -0.047842 1.939568 -0.7 0.5 1.2
C 5.302483 0.795838 0.822658 1.2 -2.3 -0.1
C 6.070273 0.803938 -0.479812 1.1 0.1 0.9
C 7.522123 1.186168 -0.178812 -0.1 0.8 -0.4
C 8.313253 0.296888 0.847538 0.6 1.2 -1.8
N 7.497053 0.379798 2.037678 -2.4 1.0 -2.8
O 8.066313 0.033988 3.218468 0.9 -0.3 1.2
C 8.594003 -1.104542 0.310728 -0.7 -1.3 0.6
C 9.687183 0.982768 0.985948 1.1 -0.4 0.4
C 5.931183 -1.623722 1.757628 -0.1 0.9 0.8
H 4.304433 0.362588 3.219578 -0.1 -0.2 -0.3
H 5.599513 1.470848 3.518698 0.2 0.2 -0.4
H 5.682573 -0.120952 4.174118 0.2 -0.3 -0.2
H 4.382083 0.300318 0.513738 -0.6 0.0 0.9
H 5.115933 1.837698 1.083098 0.1 -0.2 0.5
H 5.444793 1.508058 -1.028532 0.9 0.1 -1.0
H 6.161883 -0.148142 -1.002552 -0.8 -0.2 0.1
H 7.510343 2.179768 0.269198 0.1 0.2 0.0
H 8.052063 1.288278 -1.125832 0.4 -0.2 0.0
H 8.784643 -1.739672 1.175808 0.0 -0.1 0.1
H 7.690453 -1.506882 -0.147342 0.0 -0.1 -0.1
H 9.420493 -1.349382 -0.356402 0.1 1.0 -0.2
H 10.400113 0.402278 1.571498 -0.4 -0.2 0.8
H 10.278953 0.938738 0.071628 -0.7 0.2 -0.7
H 9.765883 2.011968 1.336148 -0.6 0.0 0.1
H 5.461903 -1.847002 0.799488 0.3 -0.3 0.0
H 5.374093 -2.106722 2.560418 -0.8 0.4 0.0
H 6.881513 -2.124262 1.943198 0.1 0.2 -0.7
H 8.108913 0.937688 3.539598 0.6 -0.3 1.2
C -5.780627 2.000898 -1.796372 0.2 1.8 -0.1
C -6.359157 2.452138 -3.221542 -0.4 -0.8 1.7
C -6.536487 1.080058 -3.865262 -2.7 0.2 -0.9
C -7.885317 0.396598 -3.418102 0.1 1.1 0.1
C -9.100617 1.309588 -3.626532 0.5 2.0 -1.2
C -9.019327 2.713128 -2.876812 2.0 -2.6 1.2
N -7.627627 3.259528 -3.127872 -1.5 -2.6 -3.4
O -7.522287 4.381608 -2.387222 1.4 0.9 1.2
C -10.044317 3.684328 -3.391782 1.1 -0.8 -1.3
C -9.205617 2.475748 -1.382442 -1.0 0.4 1.0
C -5.321927 3.249728 -4.027822 0.2 -0.7 0.6
H -6.222797 1.171268 -1.244742 -0.6 0.0 -0.6
H -5.848767 2.871288 -1.143782 0.3 0.1 0.5
H -4.720057 1.754368 -1.846542 0.1 0.2 -0.4
H -6.603677 1.287598 -4.933212 0.0 -0.5 -0.3
H -5.697607 0.407348 -3.686762 0.1 0.3 0.1
H -7.862627 0.217468 -2.343162 0.3 -0.6 0.0
H -8.054277 -0.519922 -3.983382 0.2 -0.1 0.3
H -10.074457 0.821908 -3.583022 0.0 -0.1 0.9
H -9.113517 1.629798 -4.668362 0.3 -0.1 -0.5
H -9.989077 4.696528 -2.991172 -0.4 -0.4 0.4
H -9.672957 3.751938 -4.414342 -0.7 0.4 -0.5
H -10.974937 3.117288 -3.369082 -0.4 0.8 0.1
H -9.469307 3.415998 -0.898202 0.5 0.3 0.2
H -10.103197 1.908548 -1.136002 -0.1 -0.5 -0.4
H -8.398837 2.010418 -0.816162 0.3 0.0 -0.3
H -5.654127 3.714008 -4.956362 -0.6 0.0 0.3
H -4.653757 2.449428 -4.345922 0.8 0.4 0.1
H -4.842147 4.005278 -3.405692 0.2 -0.1 -0.1
H -7.254227 3.934768 -1.580952 0.1 1.2 1.4
C -0.125267 -0.135222 -2.371192 -0.3 -0.3 -0.3
C -1.151047 0.571298 -1.414312 0.6 -0.9 -0.1
C -2.420317 -0.286172 -1.165462 1.0 -1.8 1.0
C -2.056777 -1.437032 -0.165062 -0.5 1.1 -1.9
C -1.438977 -0.858542 1.096668 -2.2 -1.4 -0.6
C -0.184957 -0.107182 0.854898 2.1 0.2 0.0
N -0.514167 0.932628 -0.114512 -2.3 0.4 -0.3
O 0.395043 1.980708 -0.337652 1.1 -1.0 -0.2
C 0.227533 0.539078 2.207198 -0.1 0.5 -1.0
C 0.994093 -1.062382 0.397918 0.9 -0.3 1.2
C -1.720647 1.793648 -2.035092 -0.4 1.5 -0.6
H 0.888913 0.262618 -2.335852 -0.1 0.4 0.3
H -0.415717 -0.089992 -3.420802 -0.4 0.4 -0.1
H -0.009547 -1.209742 -2.229292 -0.1 -0.1 0.6
H -3.308717 0.241488 -0.818452 0.3 0.5 0.1
H -2.724457 -0.814862 -2.068832 0.1 0.3 -0.4
H -1.415247 -2.008062 -0.836232 0.5 -0.6 0.8
H -2.979927 -1.998432 -0.021142 0.1 -0.2 0.4
H -1.405187 -1.659762 1.834918 0.9 0.1 0.2
H -2.224137 -0.203672 1.474508 0.2 0.5 0.3
H 1.117413 1.135468 2.005868 0.6 -0.5 0.5
H -0.462247 1.293698 2.585148 -0.6 -0.1 -0.3
H 0.290903 -0.237822 2.969108 0.6 0.1 -0.1
H 1.935043 -0.602392 0.096028 -0.5 1.0 -1.0
H 1.512273 -1.520172 1.240548 -0.7 -0.4 1.0
H 0.817543 -1.931422 -0.235872 -0.6 0.4 -0.4
H -2.499687 2.116718 -1.344572 0.1 0.5 0.0
H -2.259117 1.606298 -2.964092 0.1 -0.5 -0.1
H -1.033767 2.608238 -2.264762 0.1 -0.2 0.2
H 0.281853 2.621318 0.368328 -0.3 0.4 0.3
C 5.176603 3.586258 6.027628 1.7 -1.4 -0.1
C 3.965193 3.830238 6.857828 -1.1 1.7 0.7
C 3.170463 4.972938 6.102798 0.1 -0.5 -0.8
C 2.297623 4.407248 4.971078 0.3 3.4 0.0
C 1.299623 3.577548 5.546318 -1.5 -3.2 1.0
C 1.896173 2.338488 6.174408 0.5 -1.7 3.0
N 3.086883 2.677518 7.112068 -2.4 0.5 -1.2
O 3.626063 1.525838 7.796158 0.0 1.1 -1.3
C 0.837433 1.621208 7.076918 0.2 0.0 -0.2
C 2.257713 1.301908 5.153658 1.3 1.0 -0.6
C 4.309033 4.343718 8.316618 0.7 0.1 -1.6
H 5.330673 2.508628 5.972238 0.7 -0.2 0.6
H 5.983433 4.117678 6.532328 0.5 -0.4 -0.3
H 5.266663 3.814098 4.965518 -0.9 0.8 -0.1
H 2.626323 5.643068 6.768328 -0.4 -0.4 0.2
H 3.774293 5.656028 5.505408 1.1 -0.1 0.8
H 2.861503 4.104678 4.088698 0.0 -0.6 0.3
H 1.649073 5.216078 4.634518 0.6 0.8 -0.6
H 0.578373 3.235958 4.803878 -0.2 -0.2 -0.2
H 0.692383 4.082398 6.297638 0.2 0.4 0.1
H 0.775993 0.564118 6.818278 -0.1 -0.1 -0.1
H 1.106873 1.626728 8.133078 -0.2 0.4 0.0
H -0.143427 2.058438 6.890238 -0.1 0.0 0.3
H 2.836823 0.500018 5.611598 -0.6 -0.3 0.0
H 1.345993 1.031378 4.621028 0.3 -0.5 0.0
H 2.969943 1.789538 4.488038 0.0 -0.1 -0.6
H 4.835393 3.541308 8.833518 -0.7 -0.1 0.5
H 3.396753 4.777858 8.725728 0.1 -0.6 0.5
H 5.054923 5.138438 8.329598 0.0 0.3 -0.4
H 3.310123 1.659598 8.692758 0.0 0.0 0.2
C 4.433163 -4.051642 -5.908652 0.3 -0.2 1.0
C 3.821843 -3.829962 -4.487152 0.1 -1.5 0.5
C 4.754343 -4.421512 -3.378702 2.2 0.2 0.5
C 5.592573 -3.421432 -2.484882 -0.2 -0.7 -2.5
C 5.968883 -2.210812 -3.368022 0.2 0.6 1.5
C 4.765203 -1.507992 -4.106622 -0.5 1.1 0.0
N 3.579043 -2.433142 -4.212952 0.3 0.8 0.5
O 2.586963 -1.797742 -5.081872 1.7 -0.2 -0.2
C 4.168843 -0.428662 -3.144562 1.8 0.8 -0.2
C 5.277493 -0.755112 -5.444652 -0.6 -1.3 0.5
C 2.472293 -4.540832 -4.221862 -0.5 0.5 -0.8
H 3.879813 -3.444772 -6.625322 -0.2 -0.7 -0.3
H 4.607153 -5.114672 -6.075352 -1.1 -0.2 -0.6
H 5.476993 -3.751242 -5.999532 0.1 0.8 0.6
H 4.519733 -5.235632 -2.692952 -1.9 0.1 0.2
H 5.400203 -5.083182 -3.955912 1.0 0.6 -0.2
H 6.476543 -3.942832 -2.117692 0.2 0.0 -0.2
H 5.102973 -3.083002 -1.571722 -0.6 0.1 -0.2
H 6.924973 -2.234762 -3.890922 -0.5 -1.2 -1.2
H 6.425793 -1.586782 -2.599952 -0.8 1.2 0.2
H 5.015443 0.183538 -2.833822 0.2 -0.1 0.3
H 3.554053 0.363678 -3.571562 -0.6 -0.6 -0.4
H 3.729173 -0.878412 -2.254322 -0.1 0.0 -0.1
H 6.205283 -0.199982 -5.306312 -0.3 0.4 0.7
H 5.588463 -1.412042 -6.256962 -0.4 -0.6 0.1
H 4.464563 -0.149662 -5.845482 0.2 0.2 0.2
H 2.345073 -5.622382 -4.175402 0.9 -0.2 -0.7
H 1.795953 -4.149272 -4.981702 -0.6 -0.3 0.1
H 2.128893 -4.257012 -3.227062 -0.1 0.8 -0.1
H 1.723273 -2.159152 -4.869712 -0.4 -0.3 0.3
```
Forces are in eV/Å.

Properties
Charge = +1
Relative energy (zero: lowest compared OMol25 entry of this formula, charge and spin) = 20.8 kcal per mole
Spin multiplicity = 2

Atomic partial charges in e from the Mulliken method, atoms 1 to 4: C -0.2137; C 0.2565; O -0.5845; O -0.5909

2.
Here is an isolated ion of composition C19H19O2 and charge +1 from the OMol25 dataset. Energies are from the ωB97M-V functional and the def2-TZVPD basis.

```
40
Properties=species:S:1:pos:R:3:forces:R:3
C -5.385388 0.176379 -3.422043 0.2 0.1 0.5
O -5.135200 0.337776 -2.018284 -0.3 0.1 0.7
C -3.915534 0.702311 -1.536932 -0.6 -0.3 -0.3
C -3.747313 0.758012 -0.119115 -0.9 -0.2 -1.4
C -2.483107 0.935908 0.384430 0.2 -0.5 -0.4
C -1.396820 1.013674 -0.496683 0.6 -0.5 0.3
C 0.029387 0.865768 0.021612 0.8 2.3 2.3
O 0.754414 1.890406 -0.664443 0.1 -1.3 -1.0
C 1.802516 2.582529 -0.021183 -0.1 -0.2 -0.4
C -1.612313 1.167951 -1.872418 0.9 -0.6 0.8
C -2.868813 0.978682 -2.411341 0.4 0.2 0.5
H -6.423495 -0.173336 -3.505670 0.4 0.2 0.1
H -5.278583 1.144663 -3.927217 0.0 -0.3 -0.1
H -4.703498 -0.582210 -3.826169 -0.1 0.2 -0.1
H -4.633915 0.585247 0.501326 0.5 0.2 -0.2
H -2.346485 0.943674 1.455675 0.2 -0.1 0.1
H 0.165952 1.098292 1.087406 -1.0 0.5 0.1
H 2.564016 2.848201 -0.753750 0.0 -0.2 -0.1
H 1.463143 3.513915 0.411290 -0.3 0.1 0.3
H 2.217574 1.928984 0.714219 0.6 -0.1 0.8
H -0.730298 1.356353 -2.486054 -0.4 -0.1 -0.1
H -2.961087 1.014529 -3.483981 -0.4 0.0 0.0
C 0.365911 -2.087444 2.006112 0.6 0.1 -0.5
C -0.255735 -1.521991 0.946435 0.0 0.3 -0.2
C 0.641223 -0.657507 0.108187 0.2 -0.4 -1.4
C 1.994592 -1.000649 0.759365 -0.6 1.4 -0.6
C 1.799293 -1.798342 1.913719 -0.5 0.1 0.0
C 2.763191 -2.220885 2.837619 0.1 -0.5 0.6
C 4.111613 -1.910026 2.913244 0.0 0.2 -0.3
C 4.864579 -1.206664 1.964227 0.9 0.3 -0.1
C 4.477558 -0.658037 0.746322 0.0 -0.2 -0.2
C 3.176058 -0.552256 0.224366 0.7 0.4 -0.4
H -0.055320 -2.704734 2.794296 -0.1 0.2 -0.3
H -1.302335 -1.572476 0.732939 -0.5 -0.1 0.0
H 0.633620 -0.740365 -1.012898 0.2 -1.2 0.9
H 2.419439 -2.874512 3.648933 -0.1 0.4 -0.3
H 4.674598 -2.246437 3.796461 -0.4 0.0 -0.5
H 5.935973 -1.080269 2.212754 -0.7 -0.2 -0.2
H 5.278169 -0.256550 0.100478 -0.5 -0.1 0.6
H 3.102419 0.001437 -0.723236 0.0 -0.3 0.4
```
Forces are in eV/Å.

Properties
Charge = +1
Relative energy (zero: lowest compared OMol25 entry of this formula, charge and spin) = 8.2 kcal per mole

Atomic partial charges in e from the Mulliken method, atoms 1 to 4: C -0.7745; O -0.4393; C 0.8012; C -0.7595